5 unconnected molecules or ions with the total composition C17H43NO10, computed with wB97M-V/def2-TZVPD.

The value obtained for the molar mass is 421.53 g mol⁻¹. The LUMO energy comes out at 0.44 eV. Its total energy is -40282.4517 eV. The net charge is 0. The value obtained for the highest occupied orbital energy is -9.6 eV. Its gap between HOMO and LUMO is 9.99 eV.

Last column: Mulliken charge in e.
CARTESIAN COORDINATES (ANGSTROEM)
H1 6.80551 5.79959 20.38368  0.25
C1 8.09824 8.01656 18.51173  -0.34
O1 11.03412 10.01765 9.24674  -0.34
C2 7.62098 6.44710 20.15470  -0.67
C3 9.72781 9.97341 9.62566  -0.47
O2 17.09954 10.81714 11.54117  -0.40
H2 6.56581 9.27185 17.66985  0.30
C4 14.80545 5.50161 11.63448  -0.52
H3 15.65766 8.96116 9.72543  0.33
O3 18.33816 9.42380 13.87446  -0.41
H4 16.22085 6.83373 10.77550  0.35
O4 7.70287 8.39923 16.11982  -0.38
H5 19.32378 7.57085 13.49569  0.32
H6 9.04567 9.90641 7.66875  0.31
O5 11.24920 9.83165 13.14050  -0.58
O6 8.52566 11.76966 8.47259  -0.28
H7 16.57180 12.83746 11.29627  0.30
H8 14.03262 9.47657 10.03881  -0.13
H9 7.76366 11.76766 6.51426  0.28
O7 7.13766 7.08448 18.98004  -0.31
H10 18.41129 7.57116 14.88105  0.35
H11 15.44672 10.30328 12.60719  -0.24
C5 11.65514 11.30952 9.37546  -0.65
C6 16.46006 11.83758 10.84984  -0.55
N1 12.43528 10.03383 13.23346  1.04
H12 17.22571 8.45007 12.45617  0.01
H13 14.44847 6.01829 14.79731  0.23
H14 15.01198 4.38157 14.11334  0.33
H15 7.44340 13.18250 7.66139  0.25
H16 16.80391 11.91060 9.80962  0.24
C7 15.25489 6.46672 10.59614  -0.69
C8 8.80185 8.90468 15.36753  -0.65
C9 7.58542 8.92892 17.44103  -0.53
H17 11.49435 11.73944 10.38266  0.27
C10 8.64626 10.32509 8.61026  -0.58
H18 7.67316 9.90700 8.91931  0.42
H19 7.87600 7.22023 20.91560  0.30
H20 6.54442 11.69171 7.77334  0.30
H21 8.52308 5.83616 20.03442  0.28
H22 8.28350 9.82390 17.46013  0.34
H23 8.37036 8.62194 19.38531  0.31
C11 14.44552 5.28888 13.96789  -0.88
H24 9.73270 8.52374 15.79927  0.26
H25 13.68143 9.19278 14.64437  0.39
H26 12.71809 11.19206 9.24632  0.21
H27 13.45002 4.86059 13.76361  0.34
H28 11.18654 12.05468 8.66880  0.32
H29 15.17821 6.01719 9.59726  0.35
H30 14.39495 8.34348 8.67637  0.36
H31 19.88824 8.54818 14.83039  0.29
H32 16.73460 11.21986 13.58354  0.30
C12 19.02513 8.21440 14.31127  -0.83
C13 13.34802 8.90957 13.65365  -0.38
C14 7.52068 12.10810 7.54026  -0.72
H33 8.98050 7.53651 18.07976  0.25
C15 14.61029 8.57739 9.75599  -0.51
O8 12.96182 11.08920 13.07716  -0.57
C16 16.52177 10.47538 12.77283  0.42
O9 14.38153 7.58463 10.67246  -0.11
H34 16.34510 8.74338 13.96377  0.25
H35 15.48689 4.62475 11.58080  0.32
H36 8.75491 9.98635 15.40684  0.36
H37 9.59462 10.58155 10.52421  0.32
H38 14.12524 8.78242 12.91894  -0.32
H39 9.49248 8.93885 9.94743  0.38
H40 12.70512 8.02962 13.72130  0.34
H41 15.43782 11.62644 10.98192  0.13
H42 8.66459 8.62772 14.30472  0.24
H43 13.72349 5.25590 11.50045  0.36
C17 17.08498 9.20668 13.26892  -0.11
O10 14.95599 6.09572 12.93755  -0.11

=====

2 unconnected molecules or ions with the total composition C2H4ClN, computed with wB97M-V/def2-TZVPD.

The value obtained for the molar mass is 77.51 g mol⁻¹. The LUMO energy (alpha / beta) comes out at -1.05 / -2.07 eV. Its total energy is -16142.8329 eV. Its relative energy (zero: lowest compared OMol25 entry of this formula, charge and spin) is 8.2446 eV. The net charge is 0. The value obtained for the highest occupied orbital energy (alpha / beta) is -7.8 / -7.1 eV. Its gap between HOMO and LUMO (alpha / beta) is 6.76 / 5.02 eV.

Last column: natural (NBO) charge in e.
CARTESIAN COORDINATES (ANGSTROEM)
C1 -0.69335 1.03127 0.10085  -0.55
H1 -0.91291 1.51396 -0.97015  0.18
H2 -1.36501 0.19531 0.40634  0.18
N1 0.58900 0.61186 0.46635  -0.35
H3 -1.05619 1.87926 0.68701  0.25
H4 0.25715 -1.74614 -0.88448  0.16
Cl1 2.26703 -2.09389 0.38137  0.17
C2 0.91428 -1.39161 -0.18728  -0.05

=====

2 unconnected molecules or ions with the total composition C5H13FO2PSi, computed with wB97M-V/def2-TZVPD.

The value obtained for the molar mass is 183.22 g mol⁻¹. The LUMO energy comes out at 2.85 eV. Its total energy is -29373.6693 eV. The net charge is -1. The value obtained for the highest occupied orbital energy is -2.4 eV. Its gap between HOMO and LUMO is 5.23 eV.

Last column: natural (NBO) charge in e.
CARTESIAN COORDINATES (ANGSTROEM)
H1 2.23693 1.31938 -1.59756  0.26
F1 1.12176 3.91486 -0.21627  -0.34
H2 -0.36693 1.46483 -2.65521  -0.17
P1 -0.74238 -0.87720 -0.79986  0.33
C1 1.60595 1.52335 -0.72902  -0.96
Si1 -0.24394 1.26654 -1.19752  0.80
O1 -4.57221 -0.64389 -0.22481  -1.36
H3 -1.16450 2.15587 -0.47334  -0.13
C2 -1.90828 -0.86627 0.65624  -0.88
H4 -5.10002 -0.39754 0.53744  0.39
H5 -2.46924 -1.79369 0.70293  0.26
H6 0.98529 -2.71777 1.65823  0.21
H7 -2.55303 0.00890 0.59152  0.30
H8 0.82248 -0.93949 1.70212  0.21
C3 1.23413 -1.78565 1.14730  -0.62
O2 3.03708 3.08804 0.21905  -0.55
C4 1.99128 2.89563 -0.20599  0.89
H9 2.32504 -1.65013 1.18157  0.19
H10 -1.33959 -0.78745 1.60306  0.17
H11 0.79681 -2.84988 -0.69785  0.22
H12 1.63002 -1.32949 -0.90937  0.21
H13 1.85888 0.81435 0.06085  0.27
C5 0.81445 -1.81329 -0.35350  -0.68

=====

2 unconnected molecules or ions with the total composition C5H5NOS, computed with wB97M-V/def2-TZVPD.

The value obtained for the molar mass is 127.17 g mol⁻¹. The LUMO energy comes out at -0.32 eV. Its total energy is -19633.6452 eV. Its relative energy (zero: lowest compared OMol25 entry of this formula, charge and spin) is 5.3466 eV. The net charge is 0. The value obtained for the highest occupied orbital energy is -8.2 eV. Its gap between HOMO and LUMO is 7.87 eV.

Last column: natural (NBO) charge in e.
CARTESIAN COORDINATES (ANGSTROEM)
C1 -0.79720 -0.70950 -0.00225  0.53
O1 0.15591 -0.52483 0.94087  -0.48
C2 -0.54895 -0.02997 -1.41648  -0.24
H1 -1.78650 -0.42948 2.84180  0.08
C3 0.64879 0.62267 -1.61073  -0.19
H2 2.06059 2.00399 -0.30466  0.23
H3 1.70700 0.41756 1.78029  0.20
N1 -1.88640 -1.33652 0.27274  -0.64
H4 -0.91002 -0.59290 -2.35385  0.24
S1 -2.23459 -1.99461 1.85873  0.17
C4 1.32082 1.07193 -0.35537  -0.31
C5 1.21315 0.40707 0.90521  0.17
H5 1.05741 1.09458 -2.55630  0.24

=====

A molecular structure, C4H10I2N, computed with wB97M-V/def2-TZVPD.

The value obtained for the molar mass is 325.94 g mol⁻¹. The LUMO energy (alpha / beta) comes out at -4.27 / -4.55 eV. Its total energy is -21991.0108 eV. Its relative energy (zero: lowest compared OMol25 entry of this formula, charge and spin) is 2.8541 eV. The net charge is +1. The value obtained for the highest occupied orbital energy (alpha / beta) is -12.9 / -12.9 eV. Its gap between HOMO and LUMO (alpha / beta) is 8.61 / 8.40 eV.

Last column: natural (NBO) charge in e.
CARTESIAN COORDINATES (ANGSTROEM)
C1 -0.21752 -2.12081 -0.47560  -0.42
H1 0.54062 -2.44906 0.23873  0.19
H2 0.75295 -0.12602 -2.22554  0.23
C2 -0.50429 0.20216 0.35232  -0.06
H3 -0.72442 0.34737 2.34371  0.45
I1 2.48684 0.62961 0.27788  0.24
C3 0.51891 1.08434 -0.42544  -0.42
H4 1.03026 1.67338 -2.46577  0.25
N1 -0.08946 -0.18419 1.71271  -0.83
C4 0.38087 0.91519 -1.91319  -0.64
H5 0.00439 -1.91646 -1.47077  0.20
I2 -2.63828 0.60921 0.21719  0.27
H6 -1.25846 -2.37811 -0.33759  0.21
H7 -0.16156 -1.19733 1.74411  0.46
H8 -0.68632 1.10078 -2.20114  0.25
H9 0.33208 2.08080 -0.14101  0.23
H10 0.95289 0.22129 1.66383  0.40

=====

A gas-phase ion, C5H13N2O (charge -1), computed with wB97M-V/def2-TZVPD.

The value obtained for the molar mass is 117.17 g mol⁻¹. The LUMO energy comes out at 3.98 eV. Its total energy is -10420.8531 eV. Its relative energy (zero: lowest compared OMol25 entry of this formula, charge and spin) is 2.8458 eV. The net charge is -1. The value obtained for the highest occupied orbital energy is -2.4 eV. Its gap between HOMO and LUMO is 6.34 eV.

Last column: natural (NBO) charge in e.
CARTESIAN COORDINATES (ANGSTROEM)
H1 0.11765 0.20041 0.98034  0.25
H2 -1.87411 0.60573 -0.99255  0.17
H3 1.93614 2.33018 -1.53103  0.17
C1 -1.50356 -0.15095 -0.27018  -0.47
N1 0.65796 0.74597 -1.23463  -0.65
C2 -2.19444 0.13190 1.21126  0.00
C3 1.05480 2.11091 -0.74123  -0.42
O1 -1.35758 -0.10094 2.18861  -0.94
C4 0.01656 -0.11457 -0.15582  -0.13
H4 1.48024 0.15161 -1.60562  0.34
H5 0.10187 2.59776 -0.86221  0.20
H6 2.40554 -0.70011 0.27296  0.34
H7 -1.87352 -1.05107 -0.53553  0.17
H8 1.46864 2.18823 0.31451  0.17
H9 -0.05160 -2.11131 0.63430  0.21
C5 0.55363 -1.58747 -0.12889  -0.24
N2 2.02431 -1.67451 0.06077  -0.86
H10 0.20561 -2.10847 -0.96681  0.16
H11 -2.50118 1.13687 1.11511  0.08
H12 -2.92931 -0.64266 1.22189  0.09
H13 2.26235 -1.95749 1.02474  0.35

=====

A molecular structure, C24H43BiN2OP2, computed with wB97M-V/def2-TZVPD.

The value obtained for the molar mass is 646.55 g mol⁻¹. The LUMO energy comes out at -6.48 eV. Its total energy is -55010.9926 eV. The net charge is +2. The value obtained for the highest occupied orbital energy is -13.2 eV. Its gap between HOMO and LUMO is 6.72 eV.

Last column: Mulliken charge in e.
CARTESIAN COORDINATES (ANGSTROEM)
H1 0.22891 1.44793 -4.77542  0.52
C1 -1.78126 -4.75328 -1.75651  -1.34
N1 -0.58590 -0.15037 1.60740  -0.38
H2 -1.02870 -5.51327 -1.50636  0.23
H3 -2.77406 -5.15929 -1.50364  0.45
C2 1.10943 -0.18952 4.73428  -0.35
H4 -1.28688 0.05596 -2.91500  0.14
H5 -1.02872 5.54681 -0.95761  0.23
H6 -2.27552 -0.02568 -1.84496  -0.12
C3 1.71083 -3.11286 0.68889  -1.23
H7 0.76080 5.36245 0.08817  0.27
H8 -2.30129 0.19604 4.51818  0.42
C4 0.02435 2.65709 -2.95598  -0.99
H9 0.77724 3.43145 -3.20938  0.29
H10 -1.75936 4.73072 -2.37358  0.31
H11 2.25555 2.92143 -1.07264  0.46
C5 -1.31095 0.10258 4.98665  -0.34
H12 -1.45923 -2.82599 1.16710  0.24
O1 2.84952 -0.00317 -0.82232  -0.34
H13 -0.93053 -2.73656 -3.67711  0.46
H14 2.23500 -0.25726 6.56990  0.40
H15 -2.67558 3.88734 1.21458  0.49
H16 1.74287 -2.04494 0.93812  0.13
H17 -0.97179 4.32771 1.32856  0.26
H18 -2.77591 5.19701 -0.98987  0.45
H19 -1.46700 2.62290 1.45286  0.24
Bi1 -1.02379 -0.00833 -1.06535  1.25
P1 -0.09470 2.44273 -1.10429  0.58
C6 -0.35881 -0.10445 2.77346  0.22
H20 2.68536 -3.54512 0.95673  0.49
H21 2.26643 -2.89551 -1.37022  0.46
H22 -2.67589 -4.05213 0.81210  0.49
H23 -2.41194 2.79505 -0.91052  0.39
H24 1.73895 1.84473 1.13878  0.14
C7 -1.78295 4.81553 -1.27972  -1.33
P2 -0.08055 -2.42504 -1.35698  0.62
C8 1.44444 -3.37145 -0.80012  0.45
H25 1.55395 -0.94928 -3.75834  0.42
C9 1.24119 -0.16145 6.12770  -0.62
H26 0.94887 3.33699 1.68312  0.24
H27 -2.03892 0.26211 7.00486  0.39
C10 1.67666 -0.01005 -0.69993  0.06
C11 -1.15350 0.13004 6.37757  -0.62
H28 1.25478 -5.09107 -2.16482  0.35
H29 0.76711 -5.43881 -0.46319  0.27
H30 -1.75804 -4.56805 -2.83733  0.32
H31 -2.40148 -2.77217 -1.20365  0.37
C12 0.42622 -1.08677 -3.80413  -0.93
H32 0.24153 -1.05532 -4.90821  0.51
H33 -0.97729 -4.51358 0.88711  0.27
N2 -0.20811 0.11519 -3.27582  0.11
C13 0.41808 1.36872 -3.67587  -0.90
C14 -1.65998 -3.71922 0.56126  -1.50
H34 2.67643 3.33665 1.30928  0.49
C15 -1.66163 3.57110 0.93329  -1.50
H35 -0.94780 2.98347 -3.37670  0.47
H36 2.48102 5.22121 -0.35380  0.47
C16 1.70344 2.93157 0.99703  -1.24
H37 1.98205 -0.31962 4.07731  0.40
H38 1.24897 5.18753 -1.63954  0.35
C17 -1.58614 3.45724 -0.59463  0.51
H39 1.54283 1.23061 -3.64514  0.41
C18 -1.58109 -3.46524 -0.94893  0.52
H40 2.48694 -5.25738 -0.88971  0.47
H41 0.95614 -3.58932 1.32818  0.24
C19 1.46940 -4.88012 -1.10570  -1.59
C20 0.04089 -2.44781 -3.22384  -0.96
C21 0.11864 0.00559 6.95491  -0.41
C22 -0.17730 -0.06871 4.16948  0.41
H42 0.23050 0.02577 8.04716  0.40
C23 1.43313 3.33762 -0.45832  0.45
C24 1.46243 4.87015 -0.60738  -1.58
H43 0.80166 -3.18886 -3.55149  0.29

=====

A molecular structure, C26H32NO5SV, computed with wB97M-V/def2-TZVPD.

Its spin multiplicity is 3. The value obtained for the molar mass is 521.56 g mol⁻¹. The LUMO energy (alpha / beta) comes out at 0.20 / 0.28 eV. Its total energy is -75727.5697 eV. The expectation value of S² is 2.045. Its relative energy (zero: lowest compared OMol25 entry of this formula, charge and spin) is 1.6702 eV. The net charge is 0. The value obtained for the highest occupied orbital energy (alpha / beta) is -8.1 / -8.7 eV. Its gap between HOMO and LUMO (alpha / beta) is 8.31 / 8.94 eV.

Last column: natural (NBO) charge in e.
CARTESIAN COORDINATES (ANGSTROEM)
O1 0.20451 -1.49739 1.89259  -0.74
O2 -0.70108 0.57014 -1.69349  -0.56
C1 0.80796 -2.44148 4.07796  -0.17
H1 -0.17033 1.95155 -4.19363  0.21
C2 0.48460 2.54969 1.22891  -0.34
C3 1.49930 1.29069 2.88201  -0.31
C4 -2.23699 1.50446 2.26487  -0.29
H2 -0.07747 3.33689 0.74714  0.25
H3 -0.16684 3.29037 -1.07583  0.21
H4 0.89688 -2.60912 -6.75239  0.22
C5 1.07789 -1.63114 -6.29690  -0.44
H5 -2.79916 2.20007 -3.66362  0.21
H6 -1.30052 -2.51553 4.00299  0.22
H7 -3.22092 1.26186 -2.20718  0.22
C6 -1.17329 3.04871 -1.42263  -0.62
O3 -0.13878 -0.81800 -4.33917  -0.54
H8 -0.07155 2.82327 3.38480  0.24
H9 -2.28620 -1.85608 2.09081  0.24
C7 0.50341 2.28690 2.63697  -0.30
C8 1.91428 -2.84425 6.20451  -0.21
H10 0.69418 -0.18749 -3.02393  0.23
C9 -0.45199 0.03502 -5.47143  -0.07
C10 1.95274 -2.51820 4.85008  -0.22
C11 -0.44297 -2.62767 4.65902  -0.17
C12 -2.11657 0.23469 2.92228  -0.37
H11 0.58572 -3.30360 7.84294  0.22
H12 -1.52348 0.28085 -5.42560  0.19
C13 0.14406 1.95143 -3.13579  -0.46
O4 3.82805 -0.75378 4.52894  -0.93
H13 -2.63210 -0.65367 -0.28520  0.25
H14 0.57134 0.27260 -7.31363  0.21
C14 1.46074 1.70890 0.60334  -0.34
H15 -1.46547 3.92052 -2.03176  0.22
H16 -1.84292 3.02269 -0.57250  0.20
S1 3.34746 -1.96385 3.91396  2.29
H17 1.35119 0.74307 -1.58796  0.16
H18 2.83697 -2.93064 6.77429  0.24
H19 -2.26321 0.52250 -3.54802  0.23
C15 -2.43128 -0.15015 0.65009  -0.29
O5 4.25862 -3.05370 3.67196  -0.92
H20 -1.49022 -3.10574 6.47067  0.22
C16 -0.51362 -2.94466 6.01152  -0.21
C17 2.05394 0.90930 1.62454  -0.24
H21 1.82330 1.79735 -0.40850  0.24
H22 2.85124 0.18012 1.47061  0.29
V1 -0.28307 0.44163 1.50938  1.23
C18 0.87536 -1.74948 -4.77739  -0.07
H23 0.53242 -2.75206 -4.50956  0.19
H24 -2.88915 1.98015 0.19297  0.23
C19 0.56003 0.67572 -2.36840  -0.07
C20 -1.15473 1.82109 -2.28242  0.26
C21 -2.24298 -0.78485 1.91862  -0.24
H25 0.11753 0.99038 -5.47203  0.16
C22 -2.48223 1.25811 0.88604  -0.29
C23 0.07136 -0.55107 -6.78324  -0.43
C24 1.10860 -1.85216 2.75058  0.65
H26 1.85860 0.97891 3.85332  0.27
H27 2.09757 -1.30991 -6.50944  0.21
H28 -2.23990 2.48399 2.74437  0.24
C25 0.65242 -3.05719 6.78430  -0.19
H29 -2.08249 0.07380 3.99909  0.25
H30 1.77988 -1.55986 -4.17926  0.18
N1 2.41233 -1.63605 2.58689  -0.83
H31 -0.75665 -0.93777 -7.37588  0.21
C26 -2.42441 1.44456 -2.96143  -0.63
H32 0.85814 2.75458 -2.96514  0.21